DFT (ωB97M-V/def2-TZVPD) results for a cluster of 9 separate species, C63H151F4N5O12P3S4 in total in a non-equilibrium geometry.

Geometry as ORCA input:
```
! RIJCOSX wB97M-V def2-TZVPD def2/J DEFGRID3
* xyz 3 1
C 0.261 0.574 -2.527
C -0.755 -0.154 -1.598
C -1.446 0.863 -0.670
O -1.593 -1.028 -2.261
H 0.576 -0.102 -3.326
H 1.171 0.862 -1.990
H -0.153 1.506 -2.925
H -0.026 -0.673 -0.942
H -2.148 1.396 -1.318
H -0.733 1.616 -0.330
H -1.939 0.383 0.177
C -5.351 -4.197 0.029
C -4.359 -3.072 -0.123
C -3.311 -2.842 0.944
O -4.049 -2.596 2.120
C -3.340 -2.693 3.371
N -3.746 -3.042 -1.523
H -3.301 -3.897 -1.853
H -4.343 -2.675 -2.261
H -2.982 -2.342 -1.460
H -5.968 -3.934 0.894
H -4.939 -5.187 0.221
H -6.150 -4.277 -0.711
H -4.926 -2.138 -0.190
H -2.671 -1.987 0.704
H -2.748 -3.768 1.118
H -4.173 -2.523 4.047
H -2.558 -1.955 3.555
H -2.957 -3.710 3.456
C 1.474 -3.519 -2.288
C 0.777 -4.146 -3.483
C 0.640 -5.667 -3.556
O 1.890 -6.145 -3.952
C 1.826 -7.539 -4.299
N -0.569 -3.475 -3.659
H -0.785 -2.578 -3.199
H -0.761 -3.281 -4.655
H -1.305 -4.140 -3.420
H 1.308 -2.450 -2.147
H 2.530 -3.772 -2.204
H 1.057 -3.937 -1.361
H 1.301 -3.869 -4.401
H -0.128 -5.878 -4.309
H 0.296 -6.021 -2.576
H 1.549 -8.135 -3.428
H 2.829 -7.838 -4.590
H 1.136 -7.678 -5.130
C -2.653 1.477 -5.650
C -3.591 0.753 -4.696
C -5.021 1.002 -5.123
O -5.220 0.596 -6.457
C -6.608 0.516 -6.768
N -3.310 -0.731 -4.636
H -4.131 -1.209 -4.277
H -2.974 -1.145 -5.515
H -2.548 -0.855 -3.942
H -2.991 2.493 -5.850
H -2.841 1.077 -6.653
H -1.617 1.480 -5.325
H -3.305 1.164 -3.727
H -5.394 2.015 -4.952
H -5.701 0.388 -4.503
H -7.060 1.501 -6.652
H -7.116 -0.221 -6.135
H -6.677 0.139 -7.784
C -10.817 3.470 -0.670
C -9.585 2.548 -0.721
C -8.784 2.548 0.556
C -9.373 1.730 1.738
P -8.203 1.309 3.010
C -6.570 0.810 2.329
C -5.447 1.820 2.501
C -4.167 1.559 1.740
C -3.294 2.845 1.642
C -8.015 2.823 4.044
C -7.499 2.837 5.482
C -7.303 4.309 5.917
C -6.930 4.440 7.381
C -8.923 -0.008 4.075
C -7.905 -0.631 5.017
C -8.622 -1.556 6.051
C -9.738 -2.487 5.587
H -11.662 2.957 -0.202
H -11.168 3.661 -1.682
H -10.610 4.369 -0.095
H -8.953 2.890 -1.545
H -9.830 1.535 -1.058
H -8.676 3.579 0.909
H -7.768 2.200 0.353
H -9.561 0.787 1.209
H -10.274 2.155 2.178
H -6.793 0.526 1.298
H -6.339 -0.122 2.855
H -5.242 1.956 3.564
H -5.873 2.770 2.156
H -4.183 1.182 0.715
H -3.605 0.791 2.286
H -3.683 3.524 0.884
H -2.242 2.643 1.462
H -3.382 3.421 2.567
H -9.097 2.957 4.189
H -7.623 3.557 3.340
H -6.536 2.318 5.513
H -8.199 2.277 6.104
H -8.217 4.869 5.703
H -6.571 4.696 5.205
H -6.037 3.837 7.564
H -7.695 4.153 8.098
H -6.660 5.486 7.534
H -9.458 -0.731 3.462
H -9.617 0.599 4.665
H -7.511 0.119 5.701
H -7.200 -1.318 4.550
H -9.154 -0.878 6.728
H -7.883 -2.066 6.670
H -10.450 -1.876 5.024
H -10.290 -2.974 6.388
H -9.492 -3.269 4.862
C 6.280 -2.429 -7.160
C 5.815 -0.973 -7.081
C 5.990 -0.283 -5.718
C 5.492 1.135 -5.838
P 5.825 2.124 -4.354
C 4.918 3.666 -4.515
C 3.367 3.482 -4.658
C 2.520 4.476 -3.825
C 1.165 4.702 -4.491
C 5.292 1.224 -2.882
C 5.237 2.038 -1.602
C 4.677 1.235 -0.437
C 4.535 1.844 0.947
C 7.597 2.498 -4.136
C 8.581 1.308 -4.032
C 10.029 1.666 -3.742
C 11.010 0.571 -4.111
H 5.774 -3.069 -6.436
H 7.348 -2.455 -6.920
H 6.103 -2.933 -8.108
H 4.748 -1.054 -7.336
H 6.173 -0.350 -7.903
H 7.030 -0.500 -5.473
H 5.471 -0.940 -5.014
H 4.410 1.167 -5.978
H 5.943 1.751 -6.620
H 5.237 4.212 -5.404
H 5.103 4.310 -3.652
H 3.086 2.506 -4.248
H 3.030 3.613 -5.684
H 3.091 5.406 -3.833
H 2.383 4.118 -2.803
H 1.296 5.388 -5.336
H 0.467 5.284 -3.887
H 0.609 3.878 -4.941
H 5.860 0.300 -2.723
H 4.326 0.767 -3.143
H 4.678 2.941 -1.861
H 6.250 2.347 -1.333
H 5.204 0.283 -0.289
H 3.702 0.782 -0.675
H 4.593 1.033 1.675
H 3.666 2.474 1.139
H 5.383 2.497 1.181
H 7.696 2.993 -3.165
H 7.863 3.209 -4.921
H 8.502 0.680 -4.916
H 8.264 0.738 -3.152
H 10.141 2.007 -2.711
H 10.265 2.562 -4.330
H 10.668 -0.351 -3.619
H 12.036 0.633 -3.755
H 11.005 0.324 -5.172
C 5.741 4.014 6.550
C 6.325 2.699 7.036
C 5.507 1.432 6.806
C 6.332 0.216 6.491
P 5.492 -1.303 5.950
C 4.543 -2.072 7.325
C 4.335 -3.575 7.147
C 3.600 -4.208 8.353
C 3.015 -5.640 8.193
C 6.676 -2.453 5.267
C 7.652 -1.873 4.206
C 8.604 -2.934 3.675
C 9.978 -2.404 3.241
C 4.415 -0.727 4.553
C 3.785 -1.855 3.739
C 2.716 -1.333 2.785
C 1.632 -0.409 3.352
H 6.489 4.799 6.517
H 4.817 4.253 7.078
H 5.377 3.917 5.517
H 6.373 2.845 8.119
H 7.330 2.639 6.615
H 4.789 1.565 5.987
H 4.838 1.143 7.624
H 7.023 -0.117 7.273
H 6.955 0.345 5.596
H 3.548 -1.659 7.499
H 5.093 -1.874 8.250
H 5.236 -4.140 6.917
H 3.631 -3.747 6.325
H 2.778 -3.611 8.759
H 4.300 -4.204 9.194
H 2.132 -5.587 7.559
H 2.842 -6.051 9.183
H 3.778 -6.249 7.705
H 6.094 -3.222 4.747
H 7.139 -3.030 6.071
H 8.309 -1.129 4.661
H 7.147 -1.451 3.337
H 8.177 -3.475 2.822
H 8.812 -3.795 4.319
H 10.598 -3.259 2.982
H 10.422 -1.884 4.090
H 9.874 -1.732 2.389
H 5.049 -0.074 3.953
H 3.611 -0.209 5.076
H 3.311 -2.587 4.404
H 4.492 -2.502 3.215
H 2.184 -2.226 2.431
H 3.116 -0.923 1.853
H 0.881 -0.311 2.566
H 1.982 0.614 3.495
H 1.247 -0.872 4.261
N -1.551 -2.986 -6.217
S -2.000 -4.025 -7.257
O -1.287 -5.281 -7.186
O -2.569 -3.606 -8.500
F -3.359 -4.456 -6.497
S -0.430 -2.177 -7.165
O -0.993 -1.108 -7.917
O 0.655 -2.971 -7.669
F 0.243 -1.439 -5.906
N -3.371 5.763 -2.429
S -2.372 6.970 -2.425
O -2.468 8.061 -3.364
O -1.018 6.543 -2.077
F -2.843 7.592 -1.054
S -2.778 4.961 -3.790
O -2.156 3.667 -3.583
O -2.259 5.700 -4.905
F -4.241 4.455 -4.291
*
```

The value obtained for the gap between HOMO and LUMO is 6.32 eV. The calculation puts the LUMO energy at -6.15 eV. For the HOMO energy, the calculation gives -12.474 eV. As for the total energy: -6682.925304 Ha.

These are the Löwdin partial charges, in e, on atoms 1 to 2: number 1, C, carries -0.06; number 2, C, carries -0.62


DFT (ωB97M-V/def2-TZVPD) results for a cluster of 2 separate species, C3H10NS in total in a non-equilibrium geometry.

Geometry as ORCA input:
```
! RIJCOSX wB97M-V def2-TZVPD def2/J DEFGRID3
* xyz 1 1
C 1.511 -1.176 -0.537
N 1.907 -2.085 0.343
H 0.609 -1.352 -1.125
H 2.122 -0.305 -0.708
H 1.937 -3.078 0.151
H 2.261 -1.897 1.269
C -1.673 1.433 -0.699
C -1.369 0.678 0.589
S 0.394 0.389 1.015
H -2.688 1.789 -0.530
H -1.016 2.289 -0.857
H -1.542 0.842 -1.591
H -1.923 -0.233 0.728
H -1.664 1.312 1.428
H 1.134 1.396 0.523
*
```

The value obtained for the gap between HOMO and LUMO is 8.97 eV. The calculation puts the LUMO energy at -4.98 eV. For the HOMO energy, the calculation gives -13.951 eV. As for the total energy: -572.922353 Ha. The value obtained for the relative energy (zero: lowest compared OMol25 entry of this formula, charge and spin) is 2.090 eV.

These are the natural (NBO) partial charges, in e, on atoms 1 to 2: number 1, C, carries 0.09; number 2, N, carries -0.76


DFT (ωB97M-V/def2-TZVPD) results for a structure of composition C17H21Cl2NO4S2Zr in a non-equilibrium geometry.

Geometry as ORCA input:
```
! RIJCOSX wB97M-V def2-TZVPD def2/J DEFGRID3
* xyz -2 1
C -0.561 0.956 -2.731
C -1.403 -0.190 -2.535
C -0.571 -1.338 -2.372
C -2.876 -0.225 -2.699
C 0.800 -0.925 -2.499
C 0.816 0.507 -2.723
C 1.995 1.293 -3.172
C -1.025 2.261 -3.259
C -1.042 -2.741 -2.254
C 1.958 -1.847 -2.621
Zr 0.377 0.422 -0.261
Cl -2.063 0.529 0.452
Cl 0.585 2.733 0.040
O 2.312 0.071 -0.071
H -3.327 0.736 -2.433
H -3.326 -0.992 -2.059
H -3.162 -0.451 -3.737
H -1.859 -2.815 -1.523
H -0.228 -3.394 -1.924
H -1.418 -3.149 -3.205
H 1.856 -2.672 -1.908
H 2.888 -1.319 -2.400
H 2.058 -2.296 -3.621
H 2.902 0.898 -2.708
H 1.929 2.344 -2.877
H 2.138 1.258 -4.261
H -1.878 2.642 -2.691
H -1.343 2.170 -4.307
H -0.229 3.006 -3.219
H 2.496 0.126 0.898
O 3.052 4.048 -1.191
H 3.808 4.250 -0.605
O 1.297 2.230 3.702
S 1.564 0.825 3.841
O 2.821 0.397 4.409
N 1.251 0.040 2.387
C 0.303 -0.902 2.443
S -0.022 -1.877 1.102
C -0.431 -0.883 3.713
C -1.624 -1.504 4.098
C -2.154 -1.231 5.362
C -1.510 -0.342 6.239
C -0.340 0.305 5.846
C 0.179 0.007 4.597
H -2.133 -2.175 3.397
H -3.098 -1.694 5.666
H -1.937 -0.128 7.216
H 0.171 1.036 6.455
*
```

The value obtained for the gap between HOMO and LUMO is 3.85 eV. The calculation puts the LUMO energy at 4.15 eV. For the HOMO energy, the calculation gives 0.302 eV. As for the total energy: -2780.095074 Ha.

These are the natural (NBO) partial charges, in e, on atoms 1 to 2: number 1, C, carries -0.11; number 2, C, carries -0.05


DFT (ωB97M-V/def2-TZVPD) results for a cluster of 15 separate species, H30O15 in total in a non-equilibrium geometry.

Geometry as ORCA input:
```
! RIJCOSX wB97M-V def2-TZVPD def2/J DEFGRID3
* xyz 0 1
H 0.869 -0.154 0.318
H -0.491 0.387 0.044
H 1.527 4.032 -1.233
H 2.829 4.736 -1.563
H -3.217 1.353 1.765
H -2.069 2.437 1.529
H 2.070 -2.488 0.772
H 1.401 -2.904 -0.363
H -5.459 1.602 -0.819
H -4.068 0.919 -0.796
H 0.933 1.185 -2.776
H 1.372 2.482 -3.083
H -1.081 -1.810 -2.878
H -0.059 -1.406 -1.929
H 4.683 -1.273 -0.799
H 4.832 -2.648 -1.486
H -2.632 0.917 -2.751
H -2.365 -0.079 -1.772
H -3.932 -2.757 1.874
H -3.033 -1.890 2.768
H 1.494 0.362 3.944
H 1.227 1.813 3.663
H 1.173 2.703 0.931
H 0.118 1.730 1.276
H 4.403 0.197 1.272
H 5.075 -0.587 2.419
H -0.731 -3.409 -2.316
H -2.149 -3.288 -1.459
H -1.906 -0.643 1.789
H -1.088 -1.877 2.276
O 0.442 0.481 -0.258
O 2.017 4.909 -1.094
O -2.923 2.152 1.243
O 1.441 -3.166 0.498
O -4.814 1.093 -0.323
O 0.827 2.010 -2.398
O -0.489 -1.060 -2.684
O 4.792 -1.739 -1.689
O -2.554 0.804 -1.781
O -3.058 -2.196 1.879
O 1.047 0.930 3.320
O 1.144 1.799 1.242
O 4.883 -0.640 1.549
O -1.410 -3.887 -1.820
O -1.073 -1.130 1.701
*
```

The value obtained for the gap between HOMO and LUMO is 8.68 eV. The calculation puts the LUMO energy at -0.08 eV. For the HOMO energy, the calculation gives -8.757 eV. As for the total energy: -1146.386556 Ha. The value obtained for the relative energy (zero: lowest compared OMol25 entry of this formula, charge and spin) is 6.898 eV.

These are the natural (NBO) partial charges, in e, on atoms 1 to 2: number 1, H, carries 0.47; number 2, H, carries 0.47